Entry 1:
A structure of composition C27H44F6LuOP2 at a distorted geometry. Source: the Open Molecules 2025 dataset; level of theory: wB97M-V/def2-TZVPD.

Calculated values
Frontier orbital gap = 7.0 eV
Strongest force on any atom = 3.96 eV Å⁻¹
Lowest unoccupied orbital energy = -3.6495 eV
Energy relative to the best compared isomer or geometry (same formula, charge and spin) = 0.00 kcal/mol
HOMO energy = -10.660 eV
Net charge = +1

Structure (XYZ):
```
81
Properties=species:S:1:pos:R:3:mulliken_charge:R:1
Lu 0.1959 0.1831 0.0770 0.7355
C -1.5971 -0.7428 1.4989 0.0659
C -1.2055 -1.8141 0.6621 0.7495
C 0.6417 -1.1708 1.8777 0.6656
C -0.4518 -0.3266 2.2516 0.4553
C 0.1666 -2.0934 0.8857 0.5779
C -3.0070 -0.2208 1.6933 -1.7167
H -3.5973 -0.3264 0.7765 0.4192
H -3.0147 0.8316 2.0015 0.4169
H -3.4924 -0.8122 2.4815 0.3373
C -0.3879 0.7859 3.2720 -1.2676
H -1.2713 1.4272 3.2297 0.2846
H 0.4989 1.4073 3.1201 0.1367
H -0.3277 0.3319 4.2659 0.3564
C 2.0261 -1.1357 2.4779 -0.9540
H 1.9698 -1.6832 3.4235 0.3687
H 2.3460 -0.1124 2.6675 0.1133
H 2.7547 -1.6184 1.8253 0.3025
C 0.9822 -3.2233 0.2845 -1.5719
H 0.8648 -4.0979 0.9338 0.3843
H 2.0482 -2.9755 0.2243 0.3227
H 0.6260 -3.4937 -0.7144 0.3973
C -2.1374 -2.6464 -0.2090 -1.5477
H -2.4116 -3.5228 0.3837 0.4016
H -1.6530 -2.9896 -1.1260 0.2923
H -3.0448 -2.1002 -0.4671 0.4059
C -0.6231 1.9952 -1.0495 -0.6594
C -1.7175 1.1712 -1.0187 -0.3278
C -2.2012 0.3438 -2.1641 -1.3558
C -1.0674 -0.3928 -2.9365 -0.3885
C 0.0920 -0.8759 -2.1249 -0.8370
C 1.2506 -0.1805 -1.9313 -0.3755
C 1.4739 1.2177 -2.4160 -0.5782
C 0.2795 2.2028 -2.2237 -1.0145
H -2.7459 1.0280 -2.8415 0.6321
H -0.6725 0.2611 -3.7236 -0.4607
H -2.9486 -0.3972 -1.8302 0.3674
H -0.3445 2.2026 -3.1244 0.1650
H -0.4550 2.6627 -0.1988 1.0970
H -2.4212 1.2994 -0.1914 0.9247
H 0.6897 3.2202 -2.1398 0.6339
H 2.3609 1.6554 -1.9438 0.2900
H 2.1410 -0.6895 -1.5261 0.6530
H 1.7119 1.1288 -3.4897 0.4873
H -1.4990 -1.2617 -3.4587 0.6434
H 0.0909 -1.9436 -1.8839 0.8320
P -0.2538 1.3878 -6.5449 0.6170
C -0.3035 3.2395 -6.5333 -1.3486
C -1.6301 1.0594 -7.7393 -1.2440
P 2.0952 -0.4445 -7.3451 0.2531
C 1.1891 1.1500 -7.7056 -1.0500
C 1.5485 -1.4190 -8.8261 -1.1794
C 3.7813 0.0531 -7.9275 -1.1394
H 0.5663 3.6229 -5.9810 0.3528
H -1.2126 3.5702 -6.0108 0.3919
H -0.2985 3.6577 -7.5515 0.4132
H -1.5445 1.6801 -8.6442 0.3783
H -2.5893 1.2705 -7.2463 0.3807
H -1.6148 -0.0017 -8.0235 0.3122
H 3.7620 0.4570 -8.9505 0.3189
H 4.4459 -0.8206 -7.8945 0.3900
H 4.1819 0.8148 -7.2458 0.3337
H 1.8797 2.0025 -7.5796 0.4859
H 0.8333 1.1221 -8.7514 0.4036
H 2.1207 -2.3559 -8.8665 0.4056
H 1.6988 -0.8637 -9.7635 0.3470
H 0.4855 -1.6744 -8.7209 0.2934
C 3.1697 2.1991 2.4072 -2.1520
C 2.5012 2.4071 1.0615 1.2567
O 1.9071 1.3332 0.5178 -0.6608
C 1.5267 3.6665 1.1899 0.2768
F 2.0736 4.6886 1.8799 -0.2925
F 1.0747 4.1983 0.0231 -0.2198
F 0.3830 3.3339 1.8870 -0.1882
C 3.6602 2.9693 0.1099 0.3773
F 4.3810 3.9625 0.6884 -0.2636
F 4.5181 1.9597 -0.1467 -0.2794
F 3.2545 3.4468 -1.0896 -0.2129
H 2.4500 1.9393 3.1784 0.4173
H 3.6897 3.1041 2.7511 0.4481
H 3.9040 1.4036 2.2920 0.5168
```



Entry 2:
A cluster of 9 separate species, C27H44O27 in total at a distorted geometry. Source: the Open Molecules 2025 dataset; level of theory: wB97M-V/def2-TZVPD.

Calculated values
Frontier orbital gap = 11.0 eV
Strongest force on any atom = 6.23 eV Å⁻¹
Structure (SMILES) = COC(=O)OC.COC(=O)OC.COC(=O)OC.COC(=O)OC.O=C1OCCO1.O=C1OCCO1.O=C1OCCO1.O=C1OCCO1.O=C1OCCO1
Lowest unoccupied orbital energy = 0.2816 eV
Energy relative to the best compared isomer or geometry (same formula, charge and spin) = 107.59 kcal/mol
HOMO energy = -10.694 eV

Structure (XYZ):
```
98
Properties=species:S:1:pos:R:3:mulliken_charge:R:1
C 5.8724 -3.4146 9.0574 -0.2753
C 6.7739 -2.2119 9.0450 -0.2562
O 7.7960 -2.5588 9.9924 -0.3400
C 7.5721 -3.8066 10.4661 0.7070
O 8.2940 -4.4567 11.2050 -0.5558
O 6.3840 -4.1539 10.1059 -0.3194
H 5.8970 -3.8887 8.0762 0.2470
H 4.8829 -3.0621 9.3482 0.2637
H 6.1557 -1.3599 9.3280 0.2638
H 7.2591 -2.1641 8.0702 0.2652
C 4.8869 6.6837 4.2103 -0.2406
C 6.2737 7.2337 4.4094 -0.2952
O 6.5038 7.8467 3.1704 -0.2919
C 5.5570 7.7814 2.3566 0.7159
O 5.6715 8.1525 1.1535 -0.5953
O 4.4790 7.2730 3.0450 -0.3347
H 4.2371 7.1064 4.9766 0.2449
H 4.9255 5.5946 4.1882 0.2556
H 6.9547 6.4186 4.6542 0.2748
H 6.1720 8.0134 5.1642 0.2665
C -3.7706 3.5105 -9.7163 -0.2426
C -2.9808 2.6299 -10.6608 -0.2774
O -2.0137 2.0011 -9.8737 -0.3189
C -2.0831 2.4233 -8.6146 0.7043
O -1.4524 1.9949 -7.6351 -0.5684
O -3.0529 3.3346 -8.5130 -0.3307
H -4.8122 3.2327 -9.5551 0.2703
H -3.6273 4.5192 -10.1037 0.2349
H -2.4947 3.2528 -11.4117 0.2678
H -3.6994 1.9810 -11.1615 0.2606
C -1.9565 -8.5541 -3.8879 -0.2836
C -0.9963 -7.8582 -4.7795 -0.3486
O -1.3908 -6.5235 -4.6796 -0.3186
C -2.1169 -6.3961 -3.5102 0.6845
O -2.4698 -5.3043 -3.0276 -0.5653
O -2.2382 -7.6046 -2.9689 -0.2921
H -1.3476 -9.3705 -3.4996 0.2817
H -2.8470 -8.9100 -4.4061 0.2955
H -1.0871 -8.1351 -5.8298 0.2839
H 0.0229 -7.8538 -4.3929 0.2625
C 0.4611 0.6169 0.8020 -0.2754
C -0.2831 0.6079 2.1505 -0.3306
O 0.7480 0.4349 3.0780 -0.3314
C 1.8569 0.0276 2.4998 0.7203
O 2.8627 -0.3981 3.0257 -0.5594
O 1.6159 0.0194 1.1678 -0.3312
H 0.5946 1.6652 0.5347 0.2718
H -0.0756 0.0276 0.0584 0.2797
H -0.9355 -0.2561 2.2764 0.2537
H -0.9074 1.4995 2.2086 0.3024
C 6.1515 -9.9689 -0.8600 -0.6512
O 4.9654 -9.2389 -0.6775 -0.2868
C 4.5921 -8.9365 0.6448 0.7571
O 5.1916 -9.3792 1.6479 -0.5704
O 3.6297 -8.0021 0.6769 -0.2730
C 3.3604 -7.2461 1.8263 -0.6473
H 7.0056 -9.3273 -1.0765 0.2633
H 6.0673 -10.6557 -1.7022 0.2479
H 6.3873 -10.6175 -0.0164 0.3138
H 2.7712 -7.7420 2.5976 0.2820
H 2.9390 -6.3309 1.4105 0.2427
H 4.3041 -6.9426 2.2795 0.3221
C -4.0336 -3.2506 6.9514 -0.6317
O -4.3354 -3.6133 5.6536 -0.2961
C -5.5519 -3.2329 5.1286 0.7977
O -6.4777 -2.6560 5.7451 -0.5846
O -5.6691 -3.7690 3.9402 -0.3039
C -6.9735 -3.8172 3.2468 -0.5897
H -3.1220 -3.7960 7.1958 0.2183
H -4.8639 -3.3813 7.6453 0.2947
H -3.7144 -2.2249 6.7664 0.2994
H -7.3973 -2.8280 3.0738 0.2723
H -7.5275 -4.4859 3.9056 0.2990
H -6.8449 -4.3265 2.2917 0.2248
C 2.7942 7.8101 -6.1823 -0.5917
O 1.9201 8.7304 -6.8146 -0.3035
C 2.2354 9.4179 -7.9772 0.7508
O 1.4287 10.1125 -8.5768 -0.5521
O 3.5487 9.4316 -8.2165 -0.3103
C 4.1131 10.2919 -9.2406 -0.6751
H 2.3621 7.6486 -5.1947 0.2441
H 3.8004 8.1701 -5.9678 0.2820
H 2.8415 6.8956 -6.7734 0.2845
H 5.1980 10.3848 -9.1898 0.2770
H 3.7857 11.3235 -9.1114 0.3021
H 3.9817 10.0418 -10.2934 0.2923
C -7.4561 3.0460 -0.4125 -0.6226
O -8.7585 2.8097 -0.0066 -0.3026
C -9.1962 3.1938 1.2454 0.8019
O -8.4777 3.7059 2.1101 -0.5809
O -10.4195 2.8028 1.3758 -0.2963
C -11.1517 3.1356 2.5151 -0.6625
H -7.3001 4.1244 -0.4405 0.2884
H -7.3587 2.5328 -1.3691 0.2273
H -6.6419 2.7012 0.2249 0.2951
H -11.6392 4.0531 2.1854 0.2851
H -10.5446 3.2602 3.4118 0.3225
H -11.9910 2.5038 2.8057 0.2445
```



Entry 3:
A structure of composition C27H45BiN4OP2 at a distorted geometry. Source: the Open Molecules 2025 dataset; level of theory: wB97M-V/def2-TZVPD.

Calculated values
Frontier orbital gap (spin up / spin down) = 5.2 / 5.2 eV
Strongest force on any atom = 10.84 eV Å⁻¹
Lowest unoccupied orbital energy (spin up / spin down) = -6.1154 / -6.1466 eV
HOMO energy (spin up / spin down) = -11.340 / -11.337 eV
Net charge = +2

Structure (XYZ):
```
80
Properties=species:S:1:pos:R:3:mulliken_charge:R:1
Bi 0.1478 0.0209 -0.0723 0.0063
P 0.1024 -2.0768 -1.1571 0.4183
P 0.4037 2.2548 0.6669 0.1430
N 1.4857 0.5578 -1.7050 -0.4001
C 1.6766 -1.8631 -2.0821 -1.0747
H 2.3212 -2.7295 -1.8508 0.4149
H 1.4393 -1.9276 -3.1612 0.4846
C 2.4333 -0.5737 -1.7896 -0.8408
H 2.9735 -0.6286 -0.8347 0.0697
H 3.1527 -0.3289 -2.5856 0.6471
C 2.0003 1.9419 -1.5959 -0.9920
H 1.3390 2.5718 -2.1979 0.4349
H 2.9955 1.9456 -2.0514 0.4625
C 2.0343 2.4334 -0.1455 -0.8800
H 2.3372 3.4952 -0.1177 0.5579
H 2.7698 1.8612 0.4400 0.3583
C 0.5193 2.6164 2.4312 0.7909
C 0.7082 1.4370 3.3733 -0.9538
H 1.7262 1.0253 3.3544 0.2971
H 0.0043 0.6121 3.1266 -0.0948
H 0.4900 1.7276 4.4052 0.6816
C -0.7385 3.4418 -0.1366 0.6516
C -2.1861 3.2672 0.3627 -1.5489
H -2.8767 3.3367 -0.4851 0.3605
H -2.4628 4.0458 1.0824 0.4794
H -2.3213 2.2836 0.8365 0.1668
C -1.1945 -2.3941 -2.3970 0.8918
C -2.4041 -3.0733 -1.7396 -1.5843
H -3.3026 -3.0009 -2.3745 0.5135
H -2.6242 -2.6137 -0.7746 0.1941
H -2.2015 -4.1442 -1.5931 0.3557
C 0.3587 -3.5217 -0.0782 0.5578
C -0.7298 -3.7443 0.9755 -1.4930
H -0.3530 -4.4380 1.7445 0.4612
H -1.6423 -4.1802 0.5491 0.3657
H -1.0057 -2.8073 1.4729 0.2496
C -1.5696 -0.3479 1.0178 0.2732
C -0.2292 4.8956 0.0703 -1.7542
H 0.5843 4.9482 0.7963 0.4750
H 0.1244 5.3307 -0.8743 0.2916
H -1.0502 5.5278 0.4335 0.4757
C -0.5493 -3.3043 -3.4588 -1.6739
H -1.2273 -4.1331 -3.7041 0.3905
H -0.3416 -2.7420 -4.3679 0.3433
H 0.3937 -3.7417 -3.1095 0.5387
C 0.6029 -4.7652 -0.9485 -1.5999
H 0.8236 -5.6273 -0.3000 0.4820
H -0.2807 -5.0245 -1.5427 0.3106
H 1.4534 -4.6417 -1.6275 0.3635
C -0.6843 3.4632 2.8402 -1.7705
H -1.6363 2.9377 2.6783 0.3585
H -0.6339 3.7091 3.9070 0.5497
H -0.7070 4.3962 2.2762 0.3558
H 1.4337 3.2400 2.4758 0.7299
H 1.2885 -3.2689 0.4493 0.4751
H -0.7109 3.1959 -1.1979 0.6554
H -1.5142 -1.4474 -2.8678 0.6192
O -2.6021 -0.5123 1.5646 -0.2566
H 0.7982 0.5008 -2.4581 0.4832
H -1.1712 0.6221 -1.1169 0.0878
N -0.5625 -0.6240 10.1769 -0.4288
C -0.1755 -0.8983 9.0937 -0.1370
C 0.2937 -1.1932 7.7752 0.4564
C -0.6219 -1.2266 6.7257 -1.1942
C -0.1739 -1.4358 5.4127 0.1972
C 1.1798 -1.5976 5.1079 1.1710
C 2.0916 -1.5810 6.1751 -0.5332
C 1.6500 -1.3829 7.4907 -0.9033
N 1.6037 -1.5780 3.7539 0.4754
C 2.9288 -1.3533 3.1737 -0.9964
C 2.7795 -0.9621 1.9234 -0.7690
N 1.4068 -0.9235 1.5994 1.2371
C 0.7729 -1.4149 2.6854 -1.7273
H -1.6858 -1.0540 6.9191 0.4420
H -0.9722 -1.3943 4.6636 0.3799
H 3.1706 -1.6750 5.9983 0.3411
H 2.3744 -1.3366 8.3169 0.4510
H 3.7876 -1.3883 3.7761 0.4376
H 3.5305 -0.5998 1.2451 0.4559
H -0.2707 -1.4527 2.7837 0.2884
```